C2H3N3O2 | ωB97M-V with the def2-TZVPD basis set

Summary:
* electronic energy: -392.633696 a.u.
* HOMO level (spin up / spin down): -0.3989 / -0.3989 Ha
* orbital gap (spin up / spin down): 9.000 / 8.999 eV
* F_max: 5.9 eV/A
* energy above the lowest of the compared OMol25 structures with the same formula, charge and spin: 100.3 kcal/mol
* LUMO energy (spin up / spin down): -1.86 / -1.86 eV

ORCA input file:
```
! wB97M-V def2-TZVPD RIJCOSX def2/J DEFGRID3
* xyz 0 1
C 3.956 0.147 0.231
C 0.817 -0.580 -0.290
N 4.749 0.034 1.023
N -0.227 -0.688 0.642
N 1.538 0.515 0.023
O 1.015 -1.356 -1.165
O 3.137 0.355 -0.691
H -0.547 0.178 1.062
H -0.737 -1.503 0.613
H 1.312 1.458 -0.095
*
```

---

C33H34N8O2S2Si2V | ωB97M-V with the def2-TZVPD basis set

Summary:
* electronic energy: -4185.881034 a.u.
* HOMO level (spin up / spin down): -0.0223 / -0.0232 Ha
* orbital gap (spin up / spin down): 4.528 / 4.550 eV
* F_max: 3.8 eV/A
* energy above the lowest of the compared OMol25 structures with the same formula, charge and spin: 0.0 kcal/mol
* LUMO energy (spin up / spin down): 3.92 / 3.92 eV

ORCA input file:
```
! wB97M-V def2-TZVPD RIJCOSX def2/J DEFGRID3
* xyz -2 4
V -0.166 -1.105 1.418
C -1.893 0.766 3.943
Si -1.603 0.737 2.064
C -3.376 1.042 1.431
C -0.700 2.424 1.790
C -0.989 3.492 2.651
C -0.359 4.729 2.542
C 0.591 4.931 1.550
C 0.896 3.889 0.679
C 0.271 2.638 0.784
Si 0.496 1.504 -0.692
C 1.994 2.080 -1.642
C -1.156 1.633 -1.518
H -2.728 1.427 4.226
H -0.991 1.092 4.475
H -2.133 -0.249 4.283
H -3.723 2.053 1.697
H -4.046 0.312 1.909
H -3.462 0.910 0.343
H -1.726 3.347 3.440
H -0.608 5.530 3.229
H 1.090 5.889 1.446
H 1.630 4.071 -0.102
H 1.767 2.821 -2.420
H 2.493 1.223 -2.116
H 2.716 2.520 -0.946
H -1.154 2.327 -2.369
H -1.872 2.006 -0.777
H -1.502 0.663 -1.870
S 1.375 -0.188 3.015
C 1.249 -1.261 4.387
C 2.051 -1.044 5.522
C 2.010 -1.871 6.630
C 2.875 -1.593 7.766
N 3.557 -1.374 8.664
C 1.141 -2.962 6.641
C 0.329 -3.183 5.540
C 0.353 -2.355 4.411
S -0.739 -2.671 3.073
C 1.060 -3.849 7.789
N 0.984 -4.553 8.694
H 2.726 -0.197 5.521
H -0.348 -4.027 5.550
C 0.350 3.665 -4.944
O 0.560 2.264 -5.117
C -0.546 1.483 -5.301
C -1.519 1.773 -6.239
C -2.592 0.907 -6.431
C -2.656 -0.264 -5.691
C -1.660 -0.573 -4.766
C -0.592 0.298 -4.554
N 0.427 0.022 -3.657
C 0.762 -1.298 -3.307
C 1.461 -1.749 -2.176
C 2.099 -3.037 -2.312
C 2.954 -3.577 -1.381
C 3.252 -2.877 -0.204
C 2.576 -1.682 0.021
C 1.671 -1.148 -0.884
O 0.839 -0.133 -0.379
H -0.317 4.075 -5.702
H 1.323 4.140 -5.040
H -0.062 3.887 -3.957
H -1.442 2.683 -6.823
H -3.356 1.147 -7.161
H -3.485 -0.946 -5.827
H -1.705 -1.481 -4.174
H 1.138 0.733 -3.614
H 0.617 -2.022 -4.109
H 1.907 -3.573 -3.236
H 3.413 -4.541 -1.577
H 3.937 -3.266 0.537
H 2.726 -1.155 0.951
N 0.171 -4.045 -0.055
N -0.882 -3.249 -0.463
N -1.713 -3.625 -1.402
C -2.521 -2.585 -1.474
N -2.239 -1.613 -0.594
N -1.182 -2.045 0.078
H 1.022 -3.664 -0.467
H 0.224 -3.982 0.956
H -3.338 -2.521 -2.177
*
```

---

C21H28F5InO2 | ωB97M-V with the def2-TZVPD basis set

Summary:
* electronic energy: -1656.733563 a.u.
* HOMO level: -0.2926 Ha
* orbital gap: 6.825 eV
* F_max: 2.5 eV/A
* energy above the lowest of the compared OMol25 structures with the same formula, charge and spin: 0.0 kcal/mol
* LUMO energy: -1.14 eV

ORCA input file:
```
! wB97M-V def2-TZVPD RIJCOSX def2/J DEFGRID3
* xyz 0 1
O 0.516 0.163 -3.619
C 0.448 1.325 -4.517
C 0.362 0.468 -5.767
H 1.343 1.950 -4.396
H -0.467 1.902 -4.341
C 0.425 -0.708 -4.777
H 1.256 0.526 -6.399
H -0.609 0.544 -6.267
C 1.686 -1.507 -5.012
H 2.560 -0.866 -4.876
H 1.684 -1.860 -6.049
H 1.738 -2.359 -4.327
C -0.823 -1.559 -4.739
H -1.698 -0.980 -4.429
H -0.674 -2.421 -4.079
H -1.021 -1.918 -5.753
In 0.050 0.039 2.187
C -2.500 -1.219 4.158
C -1.976 0.071 4.357
C -2.014 0.775 3.088
H -1.662 0.505 5.305
C -2.648 -0.140 2.135
C -2.924 -1.354 2.805
H -3.428 -2.221 2.379
H -2.622 -1.980 4.926
H -1.919 1.857 2.956
H -2.904 0.106 1.109
C 1.128 -2.159 4.534
C 0.181 -2.846 3.727
C 0.539 -2.699 2.370
H -0.648 -3.433 4.096
C 1.661 -1.770 2.318
C 2.036 -1.495 3.694
H 2.907 -0.916 3.993
H 1.188 -2.224 5.621
H 0.089 -3.213 1.524
H 2.262 -1.564 1.435
O 1.169 0.938 -1.258
C -0.052 0.139 -1.174
C -1.290 1.029 -1.223
H -0.074 -0.594 -0.342
H -0.035 -0.498 -2.064
C -0.694 2.393 -1.565
H -1.763 1.057 -0.244
H -2.055 0.726 -1.964
C 0.719 2.276 -0.956
H -1.290 3.226 -1.199
H -0.644 2.410 -2.681
H 0.637 2.491 0.131
H 1.443 2.965 -1.406
F 1.132 2.944 2.209
C 1.415 1.767 2.877
F 2.736 1.461 2.618
C 1.307 2.062 4.364
F 1.571 0.926 5.069
F 2.202 2.982 4.767
F 0.042 2.478 4.671
*
```

---

C3H12N2O | ωB97M-V with the def2-TZVPD basis set

Summary:
* electronic energy: -306.185990 a.u.
* HOMO level: -0.3365 Ha
* structure (SMILES): C=C.NCO.N
* orbital gap: 9.875 eV
* F_max: 2.0 eV/A
* energy above the lowest of the compared OMol25 structures with the same formula, charge and spin: 36.4 kcal/mol
* LUMO energy: 0.72 eV

ORCA input file:
```
! wB97M-V def2-TZVPD RIJCOSX def2/J DEFGRID3
* xyz 0 1
C 2.169 -1.160 0.259
C 3.016 -1.830 -0.534
H 1.606 -1.785 0.937
H 2.121 -0.092 0.140
H 3.382 -2.799 -0.224
H 3.380 -1.436 -1.475
N -2.579 0.748 0.875
C -1.539 -0.159 1.252
O -0.212 0.228 0.953
H -3.052 0.535 0.011
H -2.352 1.731 0.870
H -1.783 -1.105 0.751
H -1.557 -0.365 2.323
H -0.229 0.528 0.033
N -0.428 1.582 -2.262
H -0.469 2.529 -1.882
H 0.567 1.442 -2.407
H -0.903 1.713 -3.148
*
```